Model 1:
C6H11NS in the gas phase, computed with wB97M-V/def2-TZVPD.

Geometry as ORCA input:
```
! wB97M-V def2-TZVPD RIJCOSX def2/J DEFGRID3
* xyz 0 1
C -0.72967 1.73494 2.49304
C -0.72042 -0.26926 -0.73371
C -2.13930 -0.67709 -1.18128
C 0.39332 -0.82041 -1.54505
C 1.68042 -0.90504 -1.25291
C 2.39029 -0.40293 0.00337
H -0.01269 0.97840 2.82483
H -0.16202 2.55017 2.05953
H -1.30482 2.09919 3.35344
H -2.07991 -1.23612 -2.12666
H -2.77600 -1.25442 -0.47791
H -2.68391 0.25586 -1.45752
H 0.08849 -1.18585 -2.51825
H 2.31174 -1.31232 -2.03441
H 2.43733 0.70071 0.04317
H 3.42273 -0.73655 -0.00153
H 1.98084 -0.76461 0.92721
N -0.33670 0.33805 0.34457
S -1.75971 0.90731 1.28008
*
```

Computed properties:
HOMO energy, eV: -8.13
LUMO, Ha: 0.030
HOMO-LUMO gap, eV: 8.955
SMILES string: C/C=C\C(C)=N\SC

Mulliken population analysis, charges in e, atoms 1 to 2:
1. C -0.76
2. C 1.04

***

Model 2:
C6H11NS in the gas phase, computed with wB97M-V/def2-TZVPD.

Geometry as ORCA input:
```
! wB97M-V def2-TZVPD RIJCOSX def2/J DEFGRID3
* xyz 0 1
C -0.93805 -0.46095 2.14405
C -0.95973 -0.33298 0.64076
C 0.02649 -1.32601 -0.10189
C 0.52632 -0.38850 -1.16026
C 1.51621 0.67783 -1.62591
C 0.75350 0.80308 -0.32876
H -1.73239 0.18934 2.58107
H -1.20028 -1.47958 2.50773
H 0.11527 -0.26261 2.52297
H -1.97526 -0.51926 0.27495
H -0.48982 -2.20607 -0.38346
H 0.80207 -1.69195 0.58222
H -0.35789 -0.17435 -1.80973
H 2.58275 0.51751 -1.41427
H -0.10927 1.82252 -2.85111
H 1.46727 0.56097 0.46821
H -0.65573 1.68951 0.92016
N -0.56620 1.03685 0.18056
S 1.19473 1.54467 -3.14729
*
```

Computed properties:
HOMO energy, eV: -8.63
LUMO, Ha: 0.037
HOMO-LUMO gap, eV: 9.643
SMILES string: C[C@@H]1C[C@@H]2[C@@H](S)[C@H]2N1

Mulliken population analysis, charges in e, atoms 1 to 2:
1. C -1.35
2. C 0.36

***

Model 3:
2 unconnected molecules or ions with the total composition C6H11NS, computed with wB97M-V/def2-TZVPD.

Geometry as ORCA input:
```
! wB97M-V def2-TZVPD RIJCOSX def2/J DEFGRID3
* xyz 0 1
C 0.82239 -1.47167 -0.63688
C -1.85427 0.06762 0.62723
C 1.53982 -0.48521 -0.08813
C -3.09209 -0.22554 -0.10467
C 3.00340 -0.32411 -0.11745
C 0.22163 1.17015 0.68884
N -1.06001 0.89411 0.16364
S 0.94139 2.73193 0.16547
H -0.24459 -1.46895 -0.59798
H 1.31576 -2.39123 -0.93883
H -1.82725 -0.64733 1.43708
H -3.05118 0.29538 -1.09823
H -3.24876 -1.27491 -0.09094
H -3.91415 0.28918 0.40118
H 3.47624 -1.36276 -0.33065
H 3.45026 0.14074 0.68647
H 3.17661 0.30841 -1.05616
H 0.38991 0.93207 1.67523
H -0.04511 2.82214 -0.78525
*
```

Computed properties:
HOMO energy, eV: -7.96
LUMO, Ha: 0.021
HOMO-LUMO gap, eV: 8.529

Mulliken population analysis, charges in e, atoms 1 to 2:
1. C -0.88
2. C -0.01

***

Stability comparison, relative energies in hartree: model 1 0.0000; model 2 0.0803; model 3 0.1052

***

Model 1:
C5H3ClS in the gas phase, computed with wB97M-V/def2-TZVPD.

Geometry as ORCA input:
```
! wB97M-V def2-TZVPD RIJCOSX def2/J DEFGRID3
* xyz 0 1
C 0.38270 0.58925 -0.24355
C -0.57676 0.59550 0.88634
C 0.85012 -0.44423 -0.92294
C 0.80764 -1.71502 -0.58325
C 0.37599 -2.84076 -0.18817
H -0.73192 1.70035 1.21488
H 1.16958 -0.13181 -2.00715
H 0.66733 -3.65693 0.43860
S -1.11836 -0.63001 1.70925
Cl 0.33827 2.06236 -1.21676
*
```

Computed properties:
HOMO energy, eV: -8.73
LUMO, Ha: -0.056
HOMO-LUMO gap, eV: 7.207
SMILES string: C#C/C=C(/Cl)C=S

Mulliken population analysis, charges in e, atoms 1 to 2:
1. C 0.56
2. C -0.21

***

Model 2:
2 unconnected molecules or ions with the total composition C5H3ClS, computed with wB97M-V/def2-TZVPD.

Geometry as ORCA input:
```
! wB97M-V def2-TZVPD RIJCOSX def2/J DEFGRID3
* xyz 0 1
C 1.03680 0.97851 -0.78110
C 0.01805 -1.35285 -0.89724
C 0.02506 0.78361 0.07018
C -0.55418 -0.54811 0.00336
C -0.80494 0.29344 1.14381
S 1.25231 -0.45856 -1.76782
Cl -0.12927 -0.07131 2.71088
H 1.66886 1.82594 -0.95919
H -0.16869 -2.37418 -1.16333
H -2.34399 0.92351 1.64046
*
```

Computed properties:
HOMO energy, eV: -8.97
LUMO, Ha: -0.011
HOMO-LUMO gap, eV: 8.660

Mulliken population analysis, charges in e, atoms 1 to 2:
1. C -0.56
2. C -0.57

***

Stability comparison, relative energies in hartree: model 1 0.0000; model 2 0.0523

***

Model 1:
C6H6N2 in the gas phase, computed with wB97M-V/def2-TZVPD.

Geometry as ORCA input:
```
! wB97M-V def2-TZVPD RIJCOSX def2/J DEFGRID3
* xyz 0 1
C 1.96896 -2.74648 1.69137
C 0.62931 -2.21002 -0.30769
C 0.12069 -1.02469 -0.88137
C 1.18762 -1.85704 0.90045
C 0.09978 -0.02923 0.06111
C -0.40825 1.33018 -0.05064
N 2.72259 -3.41252 2.25429
N 0.77462 -0.52721 1.12437
H 0.88133 -3.09330 -0.69846
H -0.31727 -0.95405 -1.76796
H -1.39889 1.57716 0.44642
H -0.60443 1.77807 -1.03110
H 0.26374 2.05403 0.53864
H 0.88104 0.05944 1.95094
*
```

Computed properties:
HOMO energy, eV: -8.64
LUMO, Ha: 0.025
HOMO-LUMO gap, eV: 9.320
SMILES string: Cc1ccc(C#N)[nH]1

Mulliken population analysis, charges in e, atoms 1 to 2:
1. C 0.27
2. C -0.65

***

Model 2:
C6H6N2 in the gas phase, computed with wB97M-V/def2-TZVPD.

Geometry as ORCA input:
```
! wB97M-V def2-TZVPD RIJCOSX def2/J DEFGRID3
* xyz 0 1
C -0.30892 1.11682 0.45366
C -0.70630 -1.39841 0.45408
C -1.15045 -0.01390 0.20195
C 1.82205 0.24260 0.04965
C -2.36038 0.35939 -0.29906
C 2.91773 -0.18046 -0.49276
N 1.03030 1.18913 0.45201
N 0.47561 -1.71462 0.41313
H -0.64695 2.12658 0.75497
H -1.68930 -1.95983 0.68021
H -3.16029 -0.38448 -0.68042
H -2.70476 1.32944 -0.53664
H 3.15621 -1.16902 -0.12980
H 3.32546 0.45675 -1.32098
*
```

Computed properties:
HOMO energy (spin up / spin down), eV: -7.45 / -9.00
LUMO (spin up / spin down), Ha: -0.033 / -0.024
HOMO-LUMO gap (spin up / spin down), eV: 6.554 / 8.348

Mulliken population analysis, charges in e, atoms 1 to 2:
1. C -0.13
2. C 0.15

***

Stability comparison, relative energies in hartree: model 1 0.0000; model 2 0.1778

***

Model 1:
C6H6N2 in the gas phase, computed with wB97M-V/def2-TZVPD.

Geometry as ORCA input:
```
! wB97M-V def2-TZVPD RIJCOSX def2/J DEFGRID3
* xyz 0 1
C 0.55005 -1.15341 0.17837
C -0.78463 0.98039 -0.22698
C 1.70678 -0.45299 -0.15153
C 0.36675 1.63881 -0.40606
C -0.80862 -0.44555 0.32325
C 1.69135 1.01452 -0.36827
N 3.73806 2.39529 -0.29357
N 2.80171 1.73703 -0.34140
H 0.44643 -2.23040 0.52456
H -1.70962 1.61352 -0.16074
H 2.74008 -0.89968 -0.11539
H 0.40464 2.58272 -0.84481
H -1.51219 -0.94842 -0.29179
H -1.29067 -0.49224 1.24162
*
```

Computed properties:
HOMO energy, eV: -7.33
LUMO, Ha: 0.029
HOMO-LUMO gap, eV: 8.124

Mulliken population analysis, charges in e, atoms 1 to 2:
1. C -0.40
2. C -0.51

***

Model 2:
C6H6N2 in the gas phase, computed with wB97M-V/def2-TZVPD.

Geometry as ORCA input:
```
! wB97M-V def2-TZVPD RIJCOSX def2/J DEFGRID3
* xyz 0 1
C 1.24275 0.69458 0.32396
C 0.14515 1.46844 0.40148
C -1.01664 1.28562 -0.47184
C -0.88437 -1.31851 0.45949
C 0.26434 -1.42647 -0.35189
C 1.30806 -0.58992 -0.44064
H 2.16215 0.92378 0.84167
H 0.08817 2.43531 1.04606
H -1.27343 2.07363 -1.19730
H -0.88149 -2.02538 1.38494
H 0.42962 -2.44018 -0.87209
H 2.23943 -0.84489 -1.00885
N -1.91630 0.32493 -0.58650
N -1.90743 -0.56093 0.47150
*
```

Computed properties:
HOMO energy, eV: -9.44
LUMO, Ha: 0.012
HOMO-LUMO gap, eV: 9.768
SMILES string: C1=C\C=N/N=C\C=C/1

Mulliken population analysis, charges in e, atoms 1 to 2:
1. C -0.20
2. C -0.43

***

Stability comparison, relative energies in hartree: model 1 0.0000; model 2 0.0127

***

Model 1:
2 unconnected molecules or ions with the total composition C5H12NSe, computed with wB97M-V/def2-TZVPD.

Geometry as ORCA input:
```
! wB97M-V def2-TZVPD RIJCOSX def2/J DEFGRID3
* xyz 1 1
C 1.77128 -0.34064 -0.96920
C 0.79326 0.78908 -0.56464
C 1.31647 -1.57115 -0.17821
C -0.16493 0.12966 0.39081
C -2.82752 1.21255 0.09650
N 0.60465 -0.98325 0.98460
Se -1.92597 -0.45941 -0.22019
H 1.72905 -0.54167 -2.03711
H 2.79616 -0.06908 -0.72017
H 1.32694 1.61879 -0.09984
H 0.25758 1.18972 -1.42485
H 0.59594 -2.16188 -0.75198
H 2.13463 -2.21573 0.14312
H -0.73229 1.13744 1.69833
H -2.40254 1.61466 1.02471
H -2.67319 1.90926 -0.72538
H -3.89017 1.01177 0.22564
H 0.00248 -1.65774 1.47494
H 1.28817 -0.61236 1.65292
*
```

Computed properties:
HOMO energy, eV: -12.67
LUMO, Ha: -0.149
HOMO-LUMO gap, eV: 8.621

Mulliken population analysis, charges in e, atoms 1 to 2:
1. C -0.41
2. C -0.60

***

Model 2:
A gas-phase ion, C5H12NSe (charge +1), computed with wB97M-V/def2-TZVPD.

Geometry as ORCA input:
```
! wB97M-V def2-TZVPD RIJCOSX def2/J DEFGRID3
* xyz 1 1
C 1.90306 0.37422 0.36170
C 0.42687 0.49395 0.75540
C 1.84391 0.35946 -1.11477
C -0.21509 -0.49358 -0.26143
C -2.98710 -0.40715 1.17417
N 0.55157 -0.29005 -1.50093
Se -2.19836 -0.03360 -0.60708
H 2.38226 1.25419 0.95517
H 2.42297 -0.59544 0.68290
H 0.01722 0.22024 1.79139
H 0.25812 1.61377 0.46415
H 1.90366 1.39812 -1.47204
H 2.73942 -0.03896 -1.73627
H -0.37157 -1.49815 0.09529
H -3.82594 -1.14269 1.02854
H -2.19307 -0.87600 1.84348
H -3.35078 0.52273 1.64853
H 0.02789 0.35458 -2.16055
H 0.66497 -1.21565 -1.94765
*
```

Computed properties:
HOMO energy, eV: -12.46
LUMO, Ha: -0.130
HOMO-LUMO gap, eV: 8.923
SMILES string: C[Se][C@@H]1CCC[NH2+]1

Mulliken population analysis, charges in e, atoms 1 to 2:
1. C -0.44
2. C -0.36

***

Stability comparison, relative energies in hartree: model 1 0.0448; model 2 0.0000

***

Model 1:
A molecular structure, C7H17N, computed with wB97M-V/def2-TZVPD.

Geometry as ORCA input:
```
! wB97M-V def2-TZVPD RIJCOSX def2/J DEFGRID3
* xyz 0 1
C 2.05218 0.18675 -1.29088
C 2.52634 -0.74797 -0.19201
C 0.96012 1.08063 -1.21290
N -0.02698 1.16606 -0.29636
C -2.69319 -1.57873 -0.26689
C -1.99868 -0.25198 -0.64731
C -0.60572 -0.12021 0.02571
C -0.76733 -0.21397 1.56579
H 2.81977 0.49837 -1.98668
H 0.93033 -0.03195 -1.88966
H 3.31805 -1.34998 -0.62234
H 2.78466 -0.20773 0.72448
H 1.72422 -1.37059 0.20832
H 1.13085 1.97732 -1.81489
H 1.54742 3.77904 2.56660
H 1.58451 4.02976 1.88493
H -3.70614 -1.74087 -0.60692
H -2.70984 -1.72185 0.79837
H -2.04793 -2.33455 -0.72290
H -1.98160 -0.03517 -1.71692
H -2.61705 0.57208 -0.25639
H 0.01172 -0.99863 -0.17136
H 0.21592 0.02575 1.97436
H -1.05206 -1.18355 1.97205
H -1.39959 0.57196 1.97377
*
```

Computed properties:
HOMO energy, eV: -7.77
LUMO, Ha: 0.033
HOMO-LUMO gap, eV: 8.679

Mulliken population analysis, charges in e, atoms 1 to 2:
1. C -0.39
2. C -0.97

***

Model 2:
C7H17N in the gas phase, computed with wB97M-V/def2-TZVPD.

Geometry as ORCA input:
```
! wB97M-V def2-TZVPD RIJCOSX def2/J DEFGRID3
* xyz 0 1
C -0.95214 0.98787 -0.54395
C -1.55385 0.10083 0.59006
C -1.06271 0.40312 2.01559
C -3.08705 0.19664 0.50422
C 0.54519 0.93305 -0.68953
N 1.01161 -0.18341 -1.49442
C 2.40900 -0.60401 -1.40344
C 2.84655 -1.49130 -0.23571
H -1.18372 2.00597 -0.20418
H -1.48063 0.81069 -1.47783
H -1.28604 -0.92789 0.33888
H -1.40532 -0.42034 2.63696
H -1.35889 1.36791 2.42472
H 0.02491 0.43348 1.96512
H -3.50733 -0.24772 1.40739
H -3.45349 -0.34011 -0.37178
H -3.48609 1.20855 0.41150
H 1.01155 1.83994 -1.08452
H 0.99449 0.86408 0.31049
H 0.45306 -1.01160 -1.54698
H 2.99314 0.31982 -1.38616
H 2.59344 -1.11827 -2.34761
H 3.26799 -0.88457 0.56548
H 2.03105 -2.07863 0.18850
H 3.63527 -2.16410 -0.57280
*
```

Computed properties:
HOMO energy, eV: -8.24
LUMO, Ha: 0.042
HOMO-LUMO gap, eV: 9.387
SMILES string: CCNCCC(C)C

Mulliken population analysis, charges in e, atoms 1 to 2:
1. C -1.06
2. C 0.90

***

Model 3:
2 unconnected molecules or ions with the total composition C7H17N, computed with wB97M-V/def2-TZVPD.

Geometry as ORCA input:
```
! wB97M-V def2-TZVPD RIJCOSX def2/J DEFGRID3
* xyz 0 1
C 1.11994 2.38885 -0.41210
C 2.09136 1.89156 0.65632
C 0.21142 1.27769 -0.97248
N -0.57318 0.64092 0.03900
C -1.17522 -2.24219 -1.51375
C -1.31045 -1.66471 -0.12141
C -0.25079 -0.72830 0.37726
C -0.14877 -0.84941 1.93163
H 0.50341 3.17516 0.04004
H 1.67512 2.95778 -1.17002
H 1.55766 1.07853 1.15383
H 3.02240 1.44667 0.27788
H 2.49117 2.57726 1.40671
H 0.86352 0.56923 -1.50934
H -0.37655 1.82195 -1.72588
H -2.72135 -0.16448 -0.31783
H -0.48743 -3.08351 -1.47311
H -0.80378 -1.47518 -2.19398
H -2.15815 -2.50851 -1.89355
H -2.20214 -0.87836 -0.10877
H -1.64968 -2.40814 0.60163
H 0.75456 -1.00572 0.02801
H -1.03521 -0.44263 2.41948
H 0.70741 -0.43330 2.45733
H -0.10526 -1.94116 2.02313
*
```

Computed properties:
HOMO energy, eV: -7.19
LUMO, Ha: -0.044
HOMO-LUMO gap, eV: 5.985

Mulliken population analysis, charges in e, atoms 1 to 2:
1. C -0.54
2. C -0.69

***

Model 4:
C7H17N in the gas phase, computed with wB97M-V/def2-TZVPD.

Geometry as ORCA input:
```
! wB97M-V def2-TZVPD RIJCOSX def2/J DEFGRID3
* xyz 0 1
C -0.49548 1.40108 2.13378
C -1.28573 1.37883 0.74962
C -1.10607 2.68010 0.02486
N -1.11494 0.13538 0.04036
C 0.35391 -0.13315 -0.36900
C 0.44775 -1.51401 -1.05044
C 1.61219 -1.51770 -2.09931
C 0.67688 -2.54558 0.03884
H 0.52729 1.07316 2.01419
H -1.02554 0.69786 2.77818
H -0.51719 2.40825 2.55423
H -2.33260 1.46000 1.11288
H -0.17723 2.84005 -0.50826
H -1.97305 2.75307 -0.65632
H -1.27095 3.49961 0.72472
H -1.26343 -0.69364 0.59675
H 0.64637 0.72966 -0.95724
H 0.95274 -0.09613 0.55142
H -0.36073 -1.61810 -1.76823
H 2.52560 -1.52234 -1.49615
H 1.53888 -2.36856 -2.74704
H 1.55009 -0.53148 -2.59669
H -0.31515 -2.77482 0.53629
H 1.00401 -3.47825 -0.41045
H 1.40236 -2.26327 0.80299
*
```

Computed properties:
HOMO energy, eV: -8.65
LUMO, Ha: 0.040
HOMO-LUMO gap, eV: 9.738
SMILES string: CC(C)CNC(C)C

Mulliken population analysis, charges in e, atoms 1 to 2:
1. C -1.29
2. C 0.46

***

Stability comparison, relative energies in hartree: model 1 0.1509; model 2 0.0000; model 3 0.2143; model 4 0.0179